Record 1
Below is one molecule with the formula C5H10O, with properties calculated with ωB97M-V/def2-TZVPD.

Each line ends with the Mulliken charge.
Geometry (Å):
O1 1.45 -0.87 1.25  -0.597
C1 -0.61 -0.28 0.11  0.653
C2 1.65 0.64 -0.55  -1.233
C3 -1.69 0.75 -0.08  -1.309
C4 -0.76 -1.56 -0.19  -1.062
C5 0.76 0.19 0.60  0.283
H1 -2.67 0.28 -0.18  0.366
H2 -1.50 1.33 -0.99  0.288
H3 1.36 1.63 -0.92  0.349
H4 0.09 -2.23 -0.14  0.349
H5 2.69 0.67 -0.22  0.342
H6 -1.74 1.47 0.75  0.312
H7 0.79 -1.35 1.77  0.359
H8 1.56 -0.08 -1.38  0.307
H9 -1.71 -1.98 -0.53  0.301
H10 0.63 1.02 1.31  0.292

## Properties
SMILES string: C=C(C)[C@H](C)O
Kohn-Sham gap: 0.384 hartree
Energy above the lowest of the compared OMol25 structures with the same formula, charge and spin: 18.2 kcal/mol
E: -7393.9763 eV
Largest force on an atom: 0.29 eV Å⁻¹
LUMO level: 0.99 eV
Molecular weight: 86.13 g mol⁻¹

=====

Record 2
Below is C20H28BBr7Cl2FMgN5O7 as an isolated structure at a distorted geometry, with properties calculated with ωB97M-V/def2-TZVPD.

Each line ends with the Mulliken charge.
Geometry (Å):
Br1 -4.77 1.36 -5.56  -0.072
Br2 2.93 -4.71 -5.29  -0.007
Br3 -2.45 -3.70 3.42  0.043
Br4 3.15 -2.46 -7.53  -0.017
Br5 2.41 -1.67 -4.54  0.044
Br6 -2.46 3.51 -6.02  -0.077
Br7 -5.47 4.46 -5.59  -0.027
Cl1 -5.93 1.42 0.15  -0.770
Cl2 -3.50 -5.17 2.22  -0.080
Mg1 -1.23 -0.52 -4.27  0.206
F1 -1.28 -3.34 -1.84  -0.838
O1 -2.61 9.10 -2.32  -0.584
O2 -2.15 2.65 -1.72  -0.435
O3 -2.49 -1.28 -1.26  -0.214
O4 0.14 0.15 -2.10  0.210
O5 -8.29 -0.99 -1.04  -0.648
O6 -2.33 0.66 -2.75  0.023
O7 -3.54 7.07 -2.16  -0.364
N1 6.22 -2.32 6.11  0.019
N2 -4.58 -0.22 -1.99  -0.285
N3 -0.57 1.09 -1.23  -0.194
N4 2.40 -0.30 -1.29  -0.623
N5 0.79 -2.51 1.70  0.294
C1 -1.64 5.71 -2.39  -0.127
C2 2.97 -2.43 3.40  0.784
C3 -2.49 7.92 -2.22  0.455
C4 6.43 -2.66 4.81  -0.360
C5 7.35 -2.34 7.05  -0.917
C6 -0.35 -2.49 0.74  -0.821
C7 -3.10 5.72 -1.93  -0.189
C8 4.98 -1.98 6.53  -0.049
C9 3.91 -2.00 5.66  -0.819
C10 2.96 -1.71 2.20  -0.743
C11 1.31 -0.05 -1.57  0.500
C12 5.41 -2.68 3.91  -0.678
C13 1.85 -3.21 3.68  -1.045
C14 -1.75 1.55 -1.92  0.314
C15 4.10 -2.37 4.32  0.579
C16 -4.15 3.13 -5.17  0.364
C17 -1.19 7.13 -2.08  -0.454
C18 1.87 -1.76 1.39  -0.068
C19 2.28 -3.02 -5.91  -0.310
C20 0.77 -3.24 2.83  0.008
B1 -3.18 -0.35 -1.95  0.232
H1 -1.60 5.53 -3.47  0.117
H2 -0.75 -1.48 0.71  0.337
H3 -8.10 -1.82 -0.59  0.289
H4 -4.88 0.17 -2.89  0.166
H5 -3.20 5.51 -0.86  0.229
H6 -3.98 3.18 -4.10  -0.225
H7 -0.83 7.24 -1.06  0.257
H8 -1.12 -3.18 1.06  0.014
H9 7.72 -3.36 7.13  0.362
H10 7.01 -2.00 8.02  0.270
H11 3.80 -1.08 1.91  0.554
H12 8.13 -1.68 6.68  0.367
H13 1.82 -1.21 0.46  0.109
H14 -2.17 -2.08 -1.82  0.235
H15 -0.90 0.54 -0.43  0.281
H16 -0.11 -3.85 3.09  0.445
H17 -1.05 4.94 -1.90  0.239
H18 -0.45 7.50 -2.79  0.307
H19 4.87 -1.71 7.56  0.371
H20 7.45 -2.91 4.54  0.457
H21 0.00 -2.79 -0.25  0.426
H22 5.62 -2.97 2.89  0.495
H23 1.81 -3.81 4.58  0.501
H24 2.94 -1.73 6.03  0.490
H25 1.23 -3.14 -6.14  0.297
H26 -3.73 5.04 -2.48  0.132
H27 -7.42 -0.56 -1.08  0.336
H28 -4.82 0.56 -1.29  -0.115

## Properties
Kohn-Sham gap: 0.053 hartree
Energy above the lowest of the compared OMol25 structures with the same formula, charge and spin: 0.0 kcal/mol
E: -567151.7133 eV
Largest force on an atom: 1.94 eV Å⁻¹
LUMO level: -3.88 eV
Molecular weight: 1134.82 g mol⁻¹

=====

Record 3
Below is a 2-piece molecular cluster, C4H12 overall at a distorted geometry, with properties calculated with ωB97M-V/def2-TZVPD.

Each line ends with the Mulliken charge.
Geometry (Å):
C1 -2.12 0.57 -0.32  -0.744
C2 1.60 0.53 0.07  -0.490
C3 2.55 -0.58 -0.49  -0.801
C4 -1.92 -0.48 0.77  -0.653
H1 -2.29 -0.32 1.75  0.343
H2 3.16 -0.19 -1.24  0.347
H3 3.07 -1.11 0.23  0.337
H4 2.05 -1.41 -1.08  0.335
H5 0.62 0.71 -0.46  0.081
H6 -0.85 -0.68 0.87  0.169
H7 -1.60 0.21 -1.17  0.380
H8 2.08 1.51 0.13  0.366
H9 -1.88 1.64 -0.02  0.320
H10 -2.60 -1.32 0.65  0.336
H11 1.26 0.36 1.14  0.307
H12 -3.13 0.56 -0.84  0.367

## Properties
Kohn-Sham gap (alpha / beta): 0.513 / 0.141 hartree
Energy above the lowest of the compared OMol25 structures with the same formula, charge and spin: 32.9 kcal/mol
2S+1: 2
E: -4329.8056 eV
Largest force on an atom: 4.27 eV Å⁻¹
LUMO level (alpha / beta): -2.84 / -11.85 eV
Net charge: +1
Molecular weight: 60.14 g mol⁻¹

=====

Record 4
Below is C50H63NOP3Pd as an isolated structure at a distorted geometry, with properties calculated with ωB97M-V/def2-TZVPD.

Each line ends with the Mulliken charge.
Geometry (Å):
Pd1 2.40 -0.40 0.78  -1.174
P1 -5.66 0.37 -3.46  0.646
P2 4.48 -1.03 0.83  1.057
P3 2.01 0.19 3.17  0.575
O1 -6.86 0.61 -2.60  -0.987
N1 4.66 -0.37 3.69  0.602
C1 4.07 -3.61 0.51  -0.580
C2 -8.37 -0.70 -4.71  -0.592
C3 -4.29 -0.15 -1.23  -1.713
C4 -2.22 -1.62 -2.23  -0.840
C5 5.62 -0.29 -0.36  0.097
C6 -1.45 -1.43 5.72  -0.171
C7 -6.17 0.44 -6.29  -1.552
C8 -2.91 3.97 -2.80  -0.640
C9 6.89 -2.24 5.96  -0.642
C10 7.17 1.02 -2.40  -0.261
C11 0.09 0.35 5.42  -0.649
C12 5.07 -0.05 2.24  -1.361
C13 5.92 -0.64 4.58  -0.975
C14 -1.05 -2.14 4.58  -0.756
C15 7.94 -1.43 6.17  -0.174
C16 6.83 0.19 4.72  0.612
C17 4.28 -4.95 0.73  -0.652
C18 -8.71 0.14 -5.97  -1.065
C19 -4.60 -0.79 -2.59  1.222
C20 -3.72 -1.18 -0.24  -1.073
C21 1.77 4.03 2.69  -0.561
C22 -4.97 1.98 -3.85  -0.175
C23 7.96 -0.18 5.46  -0.273
C24 7.08 -0.71 -0.61  -0.287
C25 -5.15 2.90 -2.56  -0.942
C26 0.60 -0.26 4.28  0.489
C27 6.00 1.51 -2.01  -0.497
C28 4.98 -2.68 1.26  0.540
C29 -4.43 4.21 -2.77  -0.927
C30 7.71 -0.19 -1.68  -0.718
C31 5.15 0.82 -0.92  0.370
C32 2.50 2.54 4.88  0.042
C33 5.77 -1.88 5.19  0.520
C34 1.68 2.71 2.55  -0.896
C35 5.27 -5.45 1.46  -0.212
C36 -2.82 -2.24 -1.00  -0.655
C37 2.15 4.66 3.91  -0.327
C38 3.25 -0.97 4.09  -1.368
C39 -7.54 1.10 -6.23  -0.358
C40 -7.00 -1.43 -4.89  -0.912
C41 2.51 3.88 4.98  -0.527
C42 -3.54 2.13 -4.39  -0.960
C43 -5.85 -0.46 -5.08  0.508
C44 -3.36 -1.29 -3.31  -1.021
C45 5.87 -3.17 2.08  -0.382
C46 -2.52 2.61 -3.27  -1.044
C47 6.08 -4.68 2.21  -1.259
C48 2.13 1.92 3.71  0.464
C49 -0.94 -0.23 6.04  -0.514
C50 -0.05 -1.51 3.84  -0.270
H1 -4.54 -1.71 0.15  0.358
H2 -7.46 1.81 -5.39  0.176
H3 3.31 -3.19 -0.28  0.172
H4 -1.63 2.69 -3.76  0.674
H5 6.75 -5.17 2.85  0.452
H6 -9.18 -1.41 -4.58  0.487
H7 1.00 -0.02 0.07  -0.065
H8 -7.12 -2.05 -5.81  0.491
H9 3.25 -0.73 5.15  0.726
H10 -3.14 1.18 -4.77  0.589
H11 -4.58 4.99 -2.05  0.471
H12 4.74 -2.75 5.15  0.192
H13 -1.38 0.32 6.96  0.211
H14 -3.48 2.90 -5.16  0.550
H15 -5.33 -1.63 -2.39  0.400
H16 -8.88 -0.44 -6.90  0.327
H17 -6.06 -0.18 -7.20  0.568
H18 7.66 1.62 -3.07  0.463
H19 3.70 -5.45 -0.11  0.213
H20 -1.54 -2.36 -2.71  0.423
H21 -2.00 -2.59 -0.38  0.537
H22 -1.43 -3.13 4.37  0.452
H23 -3.54 -3.08 -1.25  0.226
H24 -4.86 2.36 -1.70  0.370
H25 9.20 0.35 5.94  0.070
H26 -4.94 -1.01 -5.26  0.724
H27 -6.24 3.13 -2.44  0.331
H28 1.37 2.20 1.71  0.603
H29 -4.86 4.61 -3.71  0.304
H30 2.86 4.51 5.94  0.150
H31 7.43 -1.35 0.16  0.392
H32 8.89 -0.02 -1.84  0.149
H33 6.46 -3.26 6.54  0.109
H34 2.53 1.97 5.81  0.472
H35 -5.23 0.19 -0.92  0.829
H36 0.27 -1.97 2.83  0.223
H37 -2.51 4.17 -1.75  0.298
H38 -3.09 -0.54 -4.09  0.218
H39 -5.39 1.20 -6.50  0.296
H40 6.41 -2.76 2.75  1.170
H41 6.06 -0.26 2.56  0.745
H42 -8.32 -0.06 -3.86  0.293
H43 1.37 4.65 1.91  0.368
H44 -3.75 -2.16 -3.80  0.362
H45 -2.31 -1.90 6.41  0.139
H46 -9.59 0.68 -5.79  0.499
H47 -2.41 1.85 -2.51  0.078
H48 -2.46 4.73 -3.43  0.300
H49 3.00 -1.72 3.26  0.133
H50 1.95 5.79 3.86  0.225
H51 5.39 -6.54 1.33  0.312
H52 -3.65 0.73 -1.31  0.039
H53 -7.71 1.75 -7.07  0.513
H54 -3.16 -0.64 0.55  0.380
H55 0.50 1.24 5.67  0.557
H56 -5.70 2.36 -4.57  0.462
H57 -6.88 -1.97 -3.94  0.195
H58 3.87 1.32 -0.98  0.019
H59 -1.59 -0.73 -1.94  0.290
H60 7.00 1.28 4.47  0.373
H61 5.46 2.61 -2.49  0.101
H62 4.74 1.07 2.17  -0.047
H63 9.03 -1.47 6.89  0.061

## Properties
Kohn-Sham gap: 0.178 hartree
Energy above the lowest of the compared OMol25 structures with the same formula, charge and spin: 109.7 kcal/mol
E: -87741.6921 eV
Largest force on an atom: 14.41 eV Å⁻¹
LUMO level: 2.31 eV
Net charge: -1
Molecular weight: 893.40 g mol⁻¹

=====

Record 5
Below is one molecule with the formula C5H10N2O, with properties calculated with ωB97M-V/def2-TZVPD.

Each line ends with the Mulliken charge.
Geometry (Å):
O1 -1.97 -1.14 1.67  -0.691
N1 1.07 0.88 1.15  -0.484
N2 -1.33 -1.16 -0.73  -0.623
C1 -0.74 0.10 -0.25  0.578
C2 -1.22 -1.01 0.70  0.217
C3 1.76 -0.67 -0.58  -1.341
C4 -1.38 1.40 -0.64  -1.154
C5 0.67 -0.03 0.23  0.593
H1 1.40 -1.54 -1.13  0.271
H2 2.13 0.06 -1.31  0.354
H3 0.04 -1.36 0.92  0.197
H4 1.96 0.76 1.59  0.221
H5 2.60 -0.98 0.05  0.433
H6 -1.19 1.64 -1.69  0.250
H7 0.35 1.30 1.73  0.238
H8 -1.01 2.23 -0.03  0.296
H9 -0.71 -1.82 -1.19  0.274
H10 -2.45 1.33 -0.50  0.373

## Properties
Kohn-Sham gap: 0.306 hartree
Energy above the lowest of the compared OMol25 structures with the same formula, charge and spin: 97.1 kcal/mol
E: -10371.0926 eV
Largest force on an atom: 0.29 eV Å⁻¹
LUMO level: 0.43 eV
Molecular weight: 114.15 g mol⁻¹

=====

Record 6
Below is C3H3FHgO2 as an isolated structure at a distorted geometry, with properties calculated with ωB97M-V/def2-TZVPD.

Each line ends with the Mulliken charge.
Geometry (Å):
Hg1 -2.26 -3.20 1.92  0.706
F1 1.90 0.25 -2.97  -0.407
O1 -1.25 0.19 1.02  -0.179
O2 0.28 -1.08 0.22  -0.187
C1 -0.94 -1.03 0.89  0.181
C2 -0.26 1.06 0.40  -0.212
C3 0.71 0.12 -0.16  0.084
H1 -0.75 1.67 -0.38  0.271
H2 2.42 0.31 -2.09  0.457
H3 0.17 1.72 1.16  0.288

## Properties
Kohn-Sham gap (alpha / beta): 0.328 / 0.222 hartree
Energy above the lowest of the compared OMol25 structures with the same formula, charge and spin: 64.1 kcal/mol
2S+1: 2
E: -14133.8946 eV
Largest force on an atom: 4.01 eV Å⁻¹
LUMO level (alpha / beta): -5.29 / -8.23 eV
Net charge: +1
Molecular weight: 290.64 g mol⁻¹

=====

Record 7
Below is a 2-piece molecular cluster, C2H6NS overall at a distorted geometry, with properties calculated with ωB97M-V/def2-TZVPD.

Each line ends with the Mulliken charge.
Geometry (Å):
S1 1.71 3.29 3.20  -0.951
N1 -1.81 -1.33 -2.59  -0.493
C1 -0.20 -3.03 -1.84  -0.724
C2 -1.43 -2.61 -2.19  0.122
H1 0.52 -2.24 -1.47  0.258
H2 -2.54 -1.32 -3.39  0.232
H3 0.76 2.36 2.68  -0.049
H4 -0.18 -4.15 -1.76  0.210
H5 -2.36 -3.34 -2.33  0.194
H6 -1.08 -0.69 -2.66  0.201

## Properties
Kohn-Sham gap: 0.182 hartree
Energy above the lowest of the compared OMol25 structures with the same formula, charge and spin: 33.7 kcal/mol
E: -14495.9792 eV
Largest force on an atom: 3.51 eV Å⁻¹
LUMO level: 2.70 eV
Net charge: -1
Molecular weight: 76.14 g mol⁻¹